Formula: C3H5NO2
Source: the OMol25 dataset
Level of theory: the ωB97M-V functional and the def2-TZVPD basis

Geometry as XYZ:
```
11
Properties=species:S:1:pos:R:3:forces:R:3
C -0.6345 1.8456 0.7147 -2.62 2.86 2.73
C 0.1119 -0.5718 0.3863 -0.58 2.19 -1.94
C 0.3743 -1.5548 -0.7512 -0.68 3.01 0.36
N 0.0677 0.9346 0.0112 1.68 -7.56 -0.67
O 0.7935 1.0451 -1.0232 0.21 2.93 -1.16
O -0.0237 -0.8869 1.5004 -0.64 -0.50 2.89
H -0.6528 2.8954 0.3474 -0.04 -1.12 0.46
H -1.2896 1.4256 1.5915 1.52 1.00 -2.07
H 0.9857 -2.2312 -0.2555 1.27 -1.63 0.22
H 0.8434 -0.9158 -1.4953 0.03 -1.04 -0.52
H -0.5759 -1.9858 -1.0265 -0.16 -0.14 -0.29
```
Forces are in eV/Å.

energy above the lowest of the compared OMol25 structures with the same formula, charge and spin: 19.6 kcal per mole
E_tot: -8771.657 eV
frontier orbital gap (alpha / beta): 7.90 / 8.02 eV
spin multiplicity: 3
molar mass: 87.08 g mol⁻¹

Formula: C3H5NO2
Source: the OMol25 dataset
Level of theory: the ωB97M-V functional and the def2-TZVPD basis

Geometry as XYZ:
```
11
Properties=species:S:1:pos:R:3:forces:R:3
C -0.3375 0.3074 -0.1175 -0.49 -0.41 0.82
N -0.6921 1.5151 -0.2753 0.60 -1.23 -0.39
C -1.1103 -0.8501 0.3323 0.32 2.83 -1.15
C -0.4001 -2.0768 0.4142 -0.55 -3.42 -0.14
O 0.7201 -2.3420 0.0146 0.04 1.58 0.20
O 1.6724 2.5449 -0.5020 0.58 0.25 -0.03
H 0.7246 0.0479 -0.2450 0.17 0.22 -0.35
H 0.0352 2.2732 -0.3248 -0.56 0.02 0.34
H -2.1857 -0.7425 0.3878 0.00 -0.27 0.49
H 2.6044 2.2685 -0.3742 -0.12 0.09 -0.05
H -1.0312 -2.9456 0.6900 0.02 0.34 0.27
```
Forces are in eV/Å.

energy above the lowest of the compared OMol25 structures with the same formula, charge and spin: 109.2 kcal per mole
net charge: +1
E_tot: -8762.379 eV
frontier orbital gap (alpha / beta): 7.17 / 6.66 eV
spin multiplicity: 2
molar mass: 87.08 g mol⁻¹

Formula: C3H5NO2S
Source: the OMol25 dataset
Level of theory: the ωB97M-V functional and the def2-TZVPD basis

Geometry as XYZ:
```
12
Properties=species:S:1:pos:R:3:forces:R:3
C 0.9000 0.2917 -0.4732 1.42 1.84 -2.70
C 0.5627 0.5563 1.0130 1.01 0.06 -1.53
C -0.0847 -0.8332 -0.4840 -0.57 0.03 0.61
N -0.3594 -0.5673 0.9720 -2.38 -0.43 0.29
O -2.7785 -0.9093 0.1460 -1.07 -0.77 -0.13
O -1.7309 1.2861 -0.3769 -0.17 -0.44 0.23
S -1.6377 -0.1203 -0.0824 1.29 -0.29 -0.02
H 0.4714 1.0705 -1.2419 1.40 -1.08 1.52
H 1.9667 0.0304 -0.7255 -1.21 0.31 0.21
H 1.3607 0.3003 1.6758 0.44 0.49 0.63
H 0.0630 1.5146 1.1222 0.23 -0.01 0.65
H 1.2666 -2.6197 -1.5453 -0.39 0.31 0.24
```
Forces are in eV/Å.

energy above the lowest of the compared OMol25 structures with the same formula, charge and spin: 197.4 kcal per mole
E_tot: -19603.951 eV
frontier orbital gap (alpha / beta): 8.87 / 8.81 eV
molar mass: 119.14 g mol⁻¹

Formula: C3H5NO2S
Source: the OMol25 dataset
Level of theory: the ωB97M-V functional and the def2-TZVPD basis

Geometry as XYZ:
```
12
Properties=species:S:1:pos:R:3:forces:R:3
C 2.6754 0.2430 -0.3946 4.88 -0.03 2.07
N 1.4743 0.2647 -0.5512 -3.68 0.20 -0.17
O 0.9348 -0.6042 0.3932 -2.73 -1.17 -1.79
C -0.4669 -0.8178 0.1084 -0.02 0.40 3.24
O -1.0275 0.5341 0.5512 -1.56 -0.27 -0.63
C -2.3552 0.8429 0.2003 3.96 1.16 1.88
S -3.2400 -0.2730 -0.4091 -2.81 -1.62 -1.37
H 3.1724 1.1473 -0.8560 0.25 -1.76 0.35
H 3.0367 -0.5731 0.4514 -0.03 2.43 -2.24
H -0.9448 -1.0074 -0.9220 1.63 0.02 1.44
H -0.6226 -1.6698 0.9656 -0.56 2.07 -2.43
H -2.6366 1.9134 0.4629 0.67 -1.44 -0.34
```
Forces are in eV/Å.

SMILES: C=NOCOC=S
energy above the lowest of the compared OMol25 structures with the same formula, charge and spin: 111.0 kcal per mole
E_tot: -19607.699 eV
frontier orbital gap: 9.52 eV
molar mass: 119.14 g mol⁻¹

Formula: C3H5NO2S2
Source: the OMol25 dataset
Level of theory: the ωB97M-V functional and the def2-TZVPD basis

Geometry as XYZ:
```
13
Properties=species:S:1:pos:R:3:forces:R:3
C -0.6575 2.2068 0.1310 -0.36 0.65 -2.44
O -1.1194 0.8667 0.0052 0.13 -0.41 0.04
C -0.2424 -0.1516 -0.1907 -0.13 0.06 -0.14
N -0.6134 -1.3587 -0.2858 -0.37 0.60 0.18
S -2.2988 -1.6555 -0.0484 0.73 -0.64 -0.19
S 1.4865 0.2590 -0.3725 -0.08 -0.36 0.24
C 2.2318 -1.3338 0.1397 -0.98 0.26 -0.25
O 3.4022 -1.4603 0.1015 0.94 -0.12 0.06
H -1.5331 2.8633 0.2308 0.28 -0.49 0.24
H 0.0403 2.3152 0.8997 0.80 0.15 1.59
H -0.1241 2.5447 -0.7983 -0.52 -0.42 0.55
H -2.0764 -2.9805 -0.2358 -0.42 0.41 0.11
H 1.5042 -2.1153 0.4236 -0.03 0.31 0.01
```
Forces are in eV/Å.

SMILES: CO/C(=N\S)SC=O
energy above the lowest of the compared OMol25 structures with the same formula, charge and spin: 46.8 kcal per mole
E_tot: -30446.082 eV
frontier orbital gap: 9.34 eV
molar mass: 151.21 g mol⁻¹

Formula: C3H5NO2S2
Source: the OMol25 dataset
Level of theory: the ωB97M-V functional and the def2-TZVPD basis

Geometry as XYZ:
```
13
Properties=species:S:1:pos:R:3:forces:R:3
O -2.1513 -1.6381 -2.0643 0.75 -1.18 -0.27
N -1.3947 -1.0627 -1.0583 0.98 -0.95 0.18
C -0.4166 -1.8464 -0.7523 -0.83 0.84 -0.02
S 0.6727 -1.4908 0.5380 0.25 0.35 0.30
C -0.0472 0.0408 1.2364 1.76 0.48 0.34
C 0.3679 1.3042 0.4775 0.49 0.06 0.35
O -0.1242 1.4033 -0.7337 -0.43 0.04 -0.62
S 1.3953 2.4588 1.0192 -0.40 -0.62 0.24
H -2.8568 -1.0502 -2.2588 -0.88 1.06 -0.05
H -0.2088 -2.7885 -1.2656 -0.27 0.18 0.02
H 0.3201 0.1337 2.2618 0.17 -0.20 -0.26
H -1.0864 -0.1070 1.3055 -1.48 0.02 -0.22
H -0.7146 0.6483 -0.9373 -0.10 -0.08 -0.01
```
Forces are in eV/Å.

SMILES: O/N=C/SCC(O)=S
energy above the lowest of the compared OMol25 structures with the same formula, charge and spin: 58.9 kcal per mole
E_tot: -30445.555 eV
frontier orbital gap: 9.00 eV
molar mass: 151.21 g mol⁻¹